13
Properties=species:S:1:pos:R:3:forces:R:3 method="wB97M-V/def2-TZVPD" smiles=CC1(C)CO1 e_tot_ev=-6324.084 e_above_lowest_kj_mol=104.5 orbital_gap_ev=11.17 total_charge=0
C -1.268 -0.717 -0.067 0.0 0.0 0.0
C 0.000 0.101 -0.132 0.0 -0.2 0.2
C 1.307 -0.662 0.024 0.0 0.0 0.0
C -0.052 1.526 0.207 0.0 0.1 0.3
O 0.002 1.105 -1.148 0.0 0.0 -0.3
H -1.430 -1.102 0.946 0.0 0.0 -0.1
H -2.127 -0.105 -0.354 0.1 -0.1 0.1
H -1.209 -1.573 -0.747 0.0 0.1 0.1
H 1.843 -0.374 0.933 -0.1 0.0 -0.1
H 1.953 -0.454 -0.833 -0.1 0.0 0.1
H 1.133 -1.741 0.066 0.0 0.1 0.0
H -0.996 1.972 0.526 0.1 -0.1 -0.1
H 0.844 2.025 0.579 -0.1 -0.1 -0.1

***

13
Properties=species:S:1:pos:R:3:forces:R:3 method="wB97M-V/def2-TZVPD" smiles="C=C1CC1.O" e_tot_ev=-6323.235 e_above_lowest_kj_mol=186.5 orbital_gap_ev=10.97 total_charge=0
O 1.402 -1.231 -1.593 0.1 -0.1 0.0
C 0.922 1.212 0.692 -0.2 0.0 0.1
C -0.178 0.519 0.451 0.1 0.1 0.1
C -1.461 0.411 -0.252 -0.1 0.2 -0.1
C -0.967 -0.695 0.680 0.1 -0.2 0.1
H 2.023 -1.705 -1.026 -0.1 0.1 -0.1
H 1.085 2.189 0.245 0.0 -0.1 0.0
H 1.678 0.848 1.383 -0.1 0.0 -0.1
H 1.327 -0.352 -1.195 0.0 -0.1 0.0
H -2.288 1.023 0.098 0.1 0.0 -0.1
H -1.456 0.214 -1.321 0.0 0.0 0.2
H -1.475 -0.827 1.633 0.1 0.1 -0.2
H -0.613 -1.606 0.208 -0.1 0.1 0.1

***

13
Properties=species:S:1:pos:R:3:forces:R:3 method="wB97M-V/def2-TZVPD" smiles="CC(C)C=O" e_tot_ev=-6324.707 e_above_lowest_kj_mol=44.5 orbital_gap_ev=10.72 total_charge=0
C 1.397 0.251 0.380 0.0 0.1 -0.1
C 0.064 -0.261 -0.206 0.1 0.0 0.0
C -0.912 0.677 -0.973 0.1 0.0 0.0
C -0.672 -0.962 0.922 0.2 -0.2 0.2
O -0.128 -1.358 1.923 -0.4 0.1 -0.3
H 2.042 0.704 -0.378 -0.2 0.0 0.0
H 1.254 0.957 1.207 -0.1 0.0 -0.3
H 1.937 -0.604 0.806 -0.2 0.2 -0.1
H 0.344 -1.052 -0.917 -0.1 0.0 0.1
H -1.312 0.162 -1.857 0.1 0.1 0.2
H -0.453 1.604 -1.332 0.1 -0.2 0.2
H -1.788 0.958 -0.372 0.3 0.0 0.0
H -1.772 -1.079 0.798 0.1 0.0 0.0

***

13
Properties=species:S:1:pos:R:3:forces:R:3 method="wB97M-V/def2-TZVPD" e_tot_ev=-6323.961 e_above_lowest_kj_mol=116.4 orbital_gap_ev=10.92 total_charge=0
C 1.731 -0.245 -0.073 0.1 0.0 0.0
C 0.348 0.285 -0.307 0.3 -0.2 -0.3
C -0.863 -0.628 -0.168 0.0 -0.2 -0.2
C -1.460 0.613 0.476 -0.5 -0.4 0.0
O -0.149 1.136 0.750 0.0 0.0 0.0
H 2.472 0.550 -0.189 0.0 -0.1 0.1
H 1.806 -0.668 0.934 0.0 0.0 -0.2
H 1.928 -1.030 -0.812 0.1 0.1 0.1
H 0.270 0.823 -1.264 0.2 0.0 0.1
H -1.355 -1.050 -1.043 0.2 0.1 -0.1
H -0.697 -1.409 0.586 0.0 0.2 -0.2
H -2.059 0.330 1.333 -0.1 0.8 0.4
H -1.972 1.292 -0.225 -0.1 -0.3 0.3